# 1
75
Properties=species:S:1:pos:R:3:lowdin_charge:R:1 method="wB97M-V/def2-TZVPD" mol_weight_g_mol=645.678 e_tot_ev=-40370.6481 multiplicity=2 homo_lumo_gap_ha="0.234 / 0.257" de_lowest_kj_mol=2.6 total_charge=+3 lumo_ev="-11.52 / -11.09"
Re -0.1958 -0.3414 -0.6829 1.72
C 0.2254 1.4147 -3.7358 0.01
C 0.5279 2.0856 -2.4427 -0.26
C 0.9637 3.3453 -2.1651 0.09
C 1.0822 3.4512 -0.7531 -0.19
C 1.5040 4.6416 0.0287 0.04
N 0.7446 2.2949 -0.1971 0.09
N 0.4067 1.4112 -1.2380 -0.12
B 0.5411 1.8875 1.3964 -0.43
N 1.4291 0.6383 1.6199 0.06
N 1.4453 -0.1705 0.5095 -0.10
C 2.7325 -0.4926 0.2439 -0.27
C 3.1932 -1.0763 -1.0493 0.01
C 3.5236 -0.0173 1.2798 0.08
C 2.6924 0.7147 2.1046 -0.22
C 3.0349 1.5299 3.3019 0.02
N -0.9431 1.5529 1.5076 0.05
N -1.4093 0.8539 0.4420 -0.10
C -2.6177 1.3637 0.0994 -0.27
C -3.2940 1.0716 -1.2011 0.01
C -2.9821 2.2897 1.0585 0.08
C -1.8992 2.4178 1.9111 -0.21
C -1.7201 3.3468 3.0602 0.03
H 0.3101 2.1243 -4.5552 0.11
H -0.7913 1.0159 -3.7398 0.08
H 0.9262 0.5996 -3.9253 0.09
H 1.1811 4.1252 -2.8724 0.15
H 1.7083 5.4798 -0.6305 0.11
H 2.4050 4.4239 0.6026 0.11
H 0.7307 4.9343 0.7380 0.10
H 0.8635 2.8062 2.0767 0.13
H 2.3790 -1.1597 -1.7683 0.05
H 3.6824 -2.0395 -0.9337 0.10
H 3.9342 -0.3993 -1.4769 0.12
H 4.5867 -0.1423 1.3830 0.15
H 3.8691 1.0785 3.8353 0.11
H 2.1909 1.6269 3.9800 0.10
H 3.3520 2.5313 3.0076 0.11
H -2.8030 0.2653 -1.7491 0.04
H -3.2511 1.9727 -1.8151 0.11
H -4.3443 0.8224 -1.0594 0.11
H -3.9046 2.8419 1.0969 0.15
H -2.6726 3.4997 3.5635 0.11
H -1.3851 4.3257 2.7149 0.11
H -0.9960 2.9721 3.7781 0.10
C 1.9066 -3.7894 0.0183 0.01
C 0.6347 -3.0296 -0.1526 -0.15
C 0.1248 -2.6899 -1.4407 -0.24
C 0.8590 -3.0239 -2.7175 -0.02
C -1.2609 -2.3168 -1.5581 -0.26
C -1.9712 -2.3691 -2.8874 0.01
C -1.9711 -1.9687 -0.3815 -0.26
C -3.4745 -1.8553 -0.3874 0.00
C -1.3176 -2.0343 0.8998 -0.22
C -2.0561 -1.6007 2.1298 0.00
C -0.0694 -2.6516 1.0141 -0.17
C 0.5538 -2.9138 2.3475 0.03
H 2.6051 -3.2624 0.6669 0.10
H 2.3936 -4.0609 -0.9088 0.09
H 1.6631 -4.7209 0.5423 0.13
H 0.4980 -3.9799 -3.1043 0.13
H 1.9304 -3.1174 -2.5727 0.08
H 0.6929 -2.2765 -3.4915 0.09
H -2.8501 -3.0055 -2.7828 0.12
H -1.3579 -2.7905 -3.6741 0.09
H -2.3191 -1.3904 -3.2219 0.09
H -3.8854 -1.6815 -1.3760 0.09
H -3.8445 -1.0896 0.2869 0.08
H -3.8778 -2.8050 -0.0266 0.13
H -2.5741 -2.4621 2.5606 0.14
H -2.8117 -0.8548 1.9112 0.08
H -1.3852 -1.2049 2.8868 0.10
H 1.4261 -2.2695 2.4911 0.11
H 0.9110 -3.9422 2.4045 0.11
H -0.1287 -2.7609 3.1750 0.09

---

# 2
69
Properties=species:S:1:pos:R:3:nbo_charge:R:1 method="wB97M-V/def2-TZVPD" mol_weight_g_mol=396.615 e_tot_ev=-32742.8947 homo_lumo_gap_ha=0.308 de_lowest_kj_mol=7.6 lumo_ev=0.76
C -5.1093 -2.1516 1.9794 -0.63
C -5.4473 -1.5307 0.6541 0.03
C -4.7493 -1.8206 -0.4371 -0.20
C -4.9450 -1.3139 -1.8333 -0.43
H -5.6162 -0.4564 -1.8650 0.20
H -5.4075 -2.1120 -2.4252 0.22
C -3.6172 -0.9513 -2.5029 -0.41
C -2.8632 0.2176 -1.9208 0.02
C -3.3259 0.9754 -0.9342 -0.21
C -2.6376 2.1473 -0.3079 -0.42
H -3.2728 3.0284 -0.4474 0.21
H -1.6785 2.3477 -0.7838 0.20
C -2.4184 1.9624 1.2071 -0.42
C -1.3055 0.9954 1.5167 0.02
C -0.0871 1.4461 1.7996 -0.20
C 1.1220 0.6453 2.1702 -0.44
H 0.9545 -0.4164 1.9978 0.20
H 1.2857 0.7695 3.2471 0.22
C 2.4078 1.1007 1.4720 -0.43
H 2.5691 2.1626 1.6739 0.21
H 3.2503 0.5598 1.9115 0.22
C 2.4785 0.9076 -0.0575 0.29
C 1.6461 1.9600 -0.7886 -0.62
H 2.0108 2.9531 -0.5395 0.22
H 0.6041 1.8764 -0.4980 0.22
H 1.7364 1.8223 -1.8635 0.21
C 2.0718 -0.4987 -0.5101 -0.44
C 2.9668 -1.5547 0.1288 -0.41
C 4.4098 -1.1532 -0.0031 -0.08
C 5.4163 -2.0951 0.1490 -0.26
C 6.7474 -1.7370 0.0134 0.29
C 7.0726 -0.4199 -0.2867 -0.28
C 6.0872 0.5386 -0.4380 -0.04
C 4.7443 0.1692 -0.2874 0.32
O 3.8269 1.1652 -0.4600 -0.53
C 6.4180 1.9623 -0.7621 -0.63
H 5.9904 2.2332 -1.7262 0.22
H 7.4932 2.1170 -0.7925 0.21
H 5.9795 2.6246 -0.0175 0.22
H 8.1112 -0.1367 -0.4017 0.20
O 7.7034 -2.7014 0.1750 -0.67
H 8.5748 -2.3093 0.0466 0.48
H 5.1698 -3.1214 0.3713 0.22
H 2.8103 -2.5217 -0.3550 0.22
H 2.7180 -1.6798 1.1869 0.21
H 1.0225 -0.6746 -0.2756 0.22
H 2.1892 -0.5438 -1.5961 0.22
H 0.0752 2.5174 1.8188 0.19
C -1.7025 -0.4500 1.4965 -0.66
H -0.8561 -1.1112 1.3319 0.21
H -2.1565 -0.7183 2.4512 0.22
H -2.4401 -0.6211 0.7160 0.24
H -3.3478 1.6055 1.6564 0.20
H -2.1821 2.9367 1.6403 0.21
H -4.2948 0.7668 -0.5063 0.20
C -1.5182 0.4448 -2.5610 -0.64
H -1.4095 1.4755 -2.8932 0.22
H -0.7184 0.2330 -1.8530 0.22
H -1.3894 -0.2051 -3.4231 0.21
H -3.8067 -0.7347 -3.5603 0.21
H -2.9577 -1.8254 -2.4727 0.20
H -3.9340 -2.5292 -0.3469 0.19
C -6.6155 -0.5913 0.7144 -0.65
H -6.8420 -0.1452 -0.2488 0.21
H -6.4162 0.2063 1.4308 0.21
H -7.5009 -1.1261 1.0580 0.22
H -4.2469 -2.8080 1.9007 0.21
H -4.8927 -1.3770 2.7150 0.21
H -5.9547 -2.7304 2.3514 0.21